Record 1
{"formula": "C8H12CsO6", "method": "ωB97M-V/def2-TZVPD", "homo_ev": -13.82, "total_charge": 1, "e_tot_ev": -21313.59969, "homo_lumo_gap_ev": 10.672, "symbols": ["Cs", "C", "C", "C", "O", "C", "O", "O", "H", "H", "H", "H", "H", "H", "C", "C", "C", "O", "C", "O", "O", "H", "H", "H", "H", "H", "H"], "positions_angstrom": [[-12.5891, -9.0550, 0.4204], [-9.6152, -11.4885, 2.5594], [-10.6275, -11.1067, 3.6517], [-10.1827, -9.9742, 4.5124], [-10.9150, -8.8724, 4.0663], [-11.8257, -9.2951, 3.1190], [-12.5763, -8.5375, 2.4884], [-11.7443, -10.5714, 2.9356], [-9.5018, -10.8048, 1.7182], [-10.1291, -12.3193, 2.0760], [-8.6342, -11.6697, 2.9986], [-10.8300, -11.9282, 4.3389], [-9.1176, -9.7652, 4.4131], [-10.4974, -10.0775, 5.5508], [-15.5942, -7.2278, -2.3114], [-15.9539, -8.3251, -1.3800], [-14.8664, -8.6814, -0.4679], [-15.3048, -8.4874, 0.8400], [-16.5789, -8.1580, 0.8498], [-17.3748, -8.1884, 1.7746], [-16.8294, -7.7391, -0.4275], [-14.7584, -7.5802, -2.9158], [-15.3837, -6.2438, -1.8924], [-16.3276, -7.0241, -3.0916], [-16.4884, -9.1761, -1.8021], [-14.0954, -7.9409, -0.6808], [-14.2614, -9.5603, -0.6904]]}

Record 2
{"formula": "C22H20AsIrO5", "method": "ωB97M-V/def2-TZVPD", "homo_ev": [-14.55, -14.58], "total_charge": 2, "s2": 6.034, "e_tot_ev": -97032.29988, "homo_lumo_gap_ev": [8.315, 4.306], "multiplicity": 5, "symbols": ["Ir", "O", "C", "O", "C", "O", "C", "C", "O", "O", "H", "H", "H", "H", "H", "C", "C", "C", "C", "C", "C", "As", "C", "C", "C", "C", "C", "C", "C", "C", "C", "C", "C", "C", "H", "H", "H", "H", "H", "H", "H", "H", "H", "H", "H", "H", "H", "H", "H"], "positions_angstrom": [[-0.4120, -1.7611, -0.5647], [-2.0033, -5.4672, 1.2514], [-1.5946, -4.2582, 1.0328], [-1.6034, -3.7194, -0.0613], [-1.1439, -3.5710, 2.3189], [-0.4237, -2.3688, 2.1051], [0.9043, -2.3851, 2.5036], [1.8692, -2.8683, 1.2694], [2.9772, -3.1866, 1.5711], [1.2691, -2.7961, 0.1775], [-2.3439, -5.9304, 0.4607], [-0.5714, -4.2945, 2.9081], [-2.0609, -3.3212, 2.8729], [1.1074, -3.0462, 3.3506], [1.2156, -1.3570, 2.7168], [-1.1207, 5.3789, 0.5612], [-2.1955, 4.5077, 0.6699], [-1.9757, 3.1409, 0.6960], [-0.6771, 2.6609, 0.5713], [0.4101, 3.5224, 0.4966], [0.1731, 4.8871, 0.4757], [-0.4131, 0.6901, 0.4839], [-1.1740, 0.2961, -1.3314], [-0.6960, 1.0369, -2.4219], [-1.2695, 0.8909, -3.6712], [-2.2925, -0.0284, -3.8724], [-2.7861, -0.7665, -2.8088], [-2.2454, -0.6107, -1.5228], [1.4975, 0.4797, 0.1504], [2.3880, 0.8113, 1.1752], [3.7398, 0.5454, 1.0442], [4.2138, -0.0988, -0.0936], [3.3359, -0.4551, -1.1061], [1.9845, -0.1726, -0.9914], [-1.2888, 6.4461, 0.5666], [-3.2014, 4.8883, 0.7550], [-2.8133, 2.4600, 0.8096], [1.4251, 3.1507, 0.4254], [1.0130, 5.5605, 0.3962], [0.0984, 1.7603, -2.2696], [-0.9107, 1.4905, -4.4942], [-2.7155, -0.1523, -4.8573], [-3.6096, -1.4451, -2.9668], [-2.8177, -0.9950, -0.6728], [2.0091, 1.2960, 2.0719], [4.4216, 0.8235, 1.8302], [5.2632, -0.3302, -0.1811], [3.7068, -0.9488, -1.9903], [1.3363, -0.3890, -1.8407]]}

Record 3
{"formula": "C7H10", "method": "ωB97M-V/def2-TZVPD", "homo_ev": -7.84, "total_charge": 0, "e_tot_ev": -7416.37093, "smiles": "C=CC(=C)/C=C/C", "homo_lumo_gap_ev": 7.612, "symbols": ["C", "C", "C", "C", "C", "C", "C", "H", "H", "H", "H", "H", "H", "H", "H", "H", "H"], "positions_angstrom": [[1.0349, 2.0059, 2.2442], [0.9685, 0.8191, 1.5106], [0.0484, 0.7607, 0.3715], [-1.0781, 1.4892, 0.2902], [0.2606, -0.4997, -0.3312], [-0.6337, -1.0047, -1.2320], [-0.2028, -2.4127, -1.8774], [1.8281, 2.6919, 2.2288], [0.0373, 2.3125, 2.2829], [1.7569, 0.0681, 1.6603], [-1.3642, 2.4515, 0.6438], [-1.9591, 1.0388, -0.1142], [1.0314, -1.2327, 0.0122], [-1.4857, -0.5655, -1.7119], [0.5517, -2.2202, -2.6111], [0.3151, -2.9476, -1.0915], [-1.1094, -2.7546, -2.2752]]}

Record 4
{"formula": "C4H12N2O", "method": "ωB97M-V/def2-TZVPD", "homo_ev": -8.56, "total_charge": 0, "e_tot_ev": -9368.45312, "smiles": "CN[C@@H](CN)CO", "homo_lumo_gap_ev": 9.450, "symbols": ["C", "N", "C", "C", "N", "C", "O", "H", "H", "H", "H", "H", "H", "H", "H", "H", "H", "H", "H"], "positions_angstrom": [[-2.1836, 1.1725, -0.1885], [-0.7510, 1.1442, -0.5158], [0.0235, 0.0916, 0.1529], [0.1878, -1.1937, -0.6114], [0.3557, -2.2644, 0.2907], [1.4302, 0.6542, 0.1813], [2.2511, 0.0129, 1.1711], [-2.5363, 0.3009, 0.4309], [-2.9398, 1.2190, -0.9511], [-2.3897, 2.0734, 0.4295], [-0.7430, 0.9069, -1.5171], [-0.5730, -0.0158, 1.0682], [1.0514, -1.1227, -1.2772], [-0.6220, -1.4310, -1.3979], [-0.1841, -2.2442, 1.2036], [1.3171, -2.2734, 0.6406], [1.4043, 1.7425, 0.4786], [1.8556, 0.6972, -0.7492], [3.0459, 0.5300, 1.1607]]}

Record 5
{"formula": "C27H36F3GeO2PdSb", "method": "ωB97M-V/def2-TZVPD", "homo_ev": -7.93, "total_charge": 0, "e_tot_ev": -107361.84269, "homo_lumo_gap_ev": 7.641, "symbols": ["Pd", "C", "C", "O", "H", "H", "H", "H", "H", "H", "F", "C", "C", "C", "C", "C", "C", "Sb", "C", "C", "C", "C", "F", "C", "C", "C", "C", "C", "C", "F", "C", "C", "H", "H", "H", "H", "H", "H", "H", "H", "H", "H", "H", "H", "C", "Ge", "C", "C", "C", "H", "H", "H", "H", "H", "H", "H", "H", "H", "H", "H", "C", "C", "C", "O", "H", "H", "H", "H", "H", "H", "H"], "positions_angstrom": [[1.2538, -1.6278, 0.0575], [-2.9379, -0.7455, -0.2554], [-1.7326, -1.1204, -1.0871], [-0.8307, -1.9518, -0.3263], [-3.5945, -0.0900, -0.8294], [-2.6264, -0.2199, 0.6480], [-3.5131, -1.6255, 0.0391], [-1.1324, -0.2561, -1.3604], [-2.0206, -1.6532, -1.9963], [-1.2072, -2.8217, -0.1569], [7.6297, 3.3630, 3.6915], [6.6321, 2.8947, 2.9107], [6.4874, 1.5321, 2.7585], [5.4525, 1.0603, 1.9582], [4.5724, 1.9279, 1.3127], [4.7762, 3.2984, 1.4860], [5.7939, 3.7969, 2.2873], [2.9352, 1.3678, -0.0241], [1.4479, 1.5850, 1.5184], [0.0968, 1.4540, 1.1959], [-0.8903, 1.6197, 2.1591], [-0.5082, 1.9198, 3.4511], [-1.4631, 2.0755, 4.3918], [0.8150, 2.0603, 3.8135], [1.7881, 1.8912, 2.8360], [3.3523, -0.7401, 0.3336], [3.0764, -1.2750, 1.6022], [3.7470, -2.4238, 2.0732], [4.6256, -3.0493, 1.2412], [5.2842, -4.1417, 1.6681], [4.8749, -2.6031, -0.0619], [4.2457, -1.4667, -0.5014], [7.1729, 0.8611, 3.2593], [5.3480, -0.0133, 1.8486], [4.1232, 4.0096, 0.9876], [5.9463, 4.8587, 2.4271], [-0.1842, 1.2049, 0.1798], [-1.9423, 1.5282, 1.9216], [1.0725, 2.2921, 4.8383], [2.8282, 2.0033, 3.1168], [2.4992, -0.7046, 2.3184], [3.5758, -2.8090, 3.0702], [5.5721, -3.1484, -0.6836], [4.4740, -1.0892, -1.4911], [0.7189, -4.9505, 3.7704], [0.1712, -3.3771, 2.7337], [0.5205, -1.7711, 3.7996], [-1.7721, -3.4714, 2.4639], [1.0981, -3.4063, 1.0081], [0.2084, -4.9708, 4.7343], [1.7946, -4.9415, 3.9518], [0.4760, -5.8687, 3.2340], [-0.1217, -1.7879, 4.6824], [0.2870, -0.8675, 3.2335], [1.5550, -1.7189, 4.1414], [-2.2667, -3.6800, 3.4131], [-2.0375, -4.2743, 1.7711], [-2.1580, -2.5283, 2.0770], [0.5218, -4.0259, 0.3052], [2.0710, -3.8852, 1.1102], [1.2711, -1.4400, -3.1079], [1.5741, -0.0683, -2.5096], [0.9665, 1.0474, -3.3492], [1.1181, 0.0619, -1.1859], [1.6380, -1.5053, -4.1345], [0.1951, -1.6265, -3.1194], [1.7508, -2.2331, -2.5277], [2.6737, 0.0570, -2.5514], [-0.1212, 0.9416, -3.3822], [1.3471, 1.0296, -4.3728], [1.2008, 2.0161, -2.9060]]}

Record 6
{"formula": "C4H11NO2", "method": "ωB97M-V/def2-TZVPD", "homo_ev": -7.98, "total_charge": 0, "e_tot_ev": -9907.03428, "smiles": "C=CNC.COO", "homo_lumo_gap_ev": 8.905, "symbols": ["C", "C", "N", "C", "H", "H", "H", "H", "H", "H", "H", "C", "O", "O", "H", "H", "H", "H"], "positions_angstrom": [[-1.4211, -0.0562, 1.0707], [-1.3583, -0.9933, 0.1013], [-0.3521, -1.9239, -0.0318], [0.3796, -2.3939, 1.1268], [-0.9368, -0.1955, 2.0228], [-2.1992, 0.6870, 1.0307], [-1.9367, -0.8581, -0.8036], [-0.5035, -2.6170, -0.7505], [-0.2673, -2.8311, 1.8891], [0.9185, -1.5576, 1.5767], [1.1143, -3.1310, 0.8068], [1.0457, 2.9769, -1.5151], [1.4732, 1.7026, -1.1468], [0.3732, 1.0471, -0.2271], [0.1783, 2.9382, -2.1874], [0.8008, 3.5951, -0.6437], [1.8853, 3.4279, -2.0511], [0.8061, 0.1827, -0.2679]]}

Record 7
{"formula": "C2H6OS", "method": "ωB97M-V/def2-TZVPD", "homo_ev": -9.20, "total_charge": 0, "e_tot_ev": -15052.53438, "smiles": "C=CO.S", "homo_lumo_gap_ev": 10.061, "symbols": ["C", "C", "O", "H", "H", "H", "H", "S", "H", "H"], "positions_angstrom": [[-0.5811, -1.8668, -2.9878], [0.1549, -0.7726, -2.8518], [1.4119, -0.7352, -2.2965], [-1.5809, -1.8907, -3.3919], [-0.2362, -2.8681, -2.7439], [-0.1020, 0.0325, -3.5400], [1.5455, 0.2120, -2.1489], [-0.2391, 2.7741, 7.2420], [-1.1355, 2.8258, 6.2519], [0.7626, 2.2891, 6.4670]]}

Record 8
{"formula": "C7H12O", "method": "ωB97M-V/def2-TZVPD", "homo_ev": -8.62, "total_charge": 0, "e_tot_ev": -9499.03042, "smiles": "C=CC(=C)/C=C/C.O", "homo_lumo_gap_ev": 9.506, "symbols": ["C", "C", "C", "C", "C", "C", "C", "H", "H", "H", "H", "H", "H", "H", "H", "H", "H", "O", "H", "H"], "positions_angstrom": [[-2.7436, -0.1190, -0.3355], [-1.6546, -0.2479, -1.0691], [-0.3943, 0.5236, -0.8318], [-0.3707, 1.8335, -1.1037], [0.8020, -0.2010, -0.3763], [0.6975, -1.4256, 0.1344], [1.8917, -2.2404, 0.4903], [-3.6102, -0.7429, -0.5293], [-2.8250, 0.5359, 0.5245], [-1.5101, -0.8901, -1.9282], [-1.2701, 2.4392, -1.1342], [0.5348, 2.3944, -1.2122], [1.7764, 0.2147, -0.5809], [-0.2584, -1.8979, 0.3127], [2.8373, -1.7013, 0.4091], [1.8559, -2.6725, 1.4975], [2.0064, -3.1628, -0.0956], [1.1986, 1.7518, 2.1078], [0.3321, 1.4385, 1.8120], [1.4784, 0.9126, 2.4977]]}

Record 9
{"formula": "C12H25N2O3", "method": "ωB97M-V/def2-TZVPD", "homo_ev": -12.92, "total_charge": 1, "e_tot_ev": -21964.99371, "smiles": "CCOC(=O)/C(CCC[N+](C)(CC)CC)=N\\O", "homo_lumo_gap_ev": 10.566, "symbols": ["C", "C", "O", "C", "O", "C", "C", "C", "C", "N", "C", "C", "C", "C", "C", "N", "O", "H", "H", "H", "H", "H", "H", "H", "H", "H", "H", "H", "H", "H", "H", "H", "H", "H", "H", "H", "H", "H", "H", "H", "H", "H"], "positions_angstrom": [[0.9963, 4.2430, -4.2361], [1.0088, 4.4068, -2.7248], [0.5865, 3.2010, -2.0672], [1.4990, 2.2706, -1.8530], [2.6765, 2.3664, -2.1446], [0.9444, 1.0601, -1.1799], [-0.5247, 1.0259, -0.8738], [-1.0079, -0.3174, -0.3183], [-0.4740, -0.5212, 1.1006], [-0.6998, -1.8619, 1.7314], [-1.9432, -2.4956, 1.2627], [-0.7627, -1.6777, 3.2199], [-2.0326, -1.0343, 3.7576], [0.4593, -2.7821, 1.4786], [0.8558, -3.0025, 0.0293], [1.6531, 0.0493, -0.8552], [2.9675, -0.0321, -1.0833], [1.2604, 5.1884, -4.6995], [1.7204, 3.4914, -4.5418], [0.0080, 3.9459, -4.5783], [2.0132, 4.6644, -2.3756], [0.2924, 5.1633, -2.4012], [-0.7554, 1.8393, -0.1809], [-1.0628, 1.2444, -1.7984], [-2.0979, -0.3072, -0.3203], [-0.6613, -1.0983, -0.9895], [0.6015, -0.3451, 1.0875], [-0.9403, 0.2304, 1.7382], [-2.1384, -3.3924, 1.8484], [-2.7810, -1.8125, 1.3712], [-1.8529, -2.7758, 0.2176], [-0.6556, -2.6617, 3.6810], [0.1022, -1.0753, 3.5053], [-2.8939, -1.6892, 3.6674], [-1.8823, -0.8401, 4.8167], [-2.2616, -0.0836, 3.2841], [0.2043, -3.7434, 1.9309], [1.3193, -2.3715, 2.0111], [1.2265, -2.0924, -0.4321], [0.0512, -3.4241, -0.5661], [1.6696, -3.7236, 0.0250], [3.3121, 0.7704, -1.5449]]}

Number 1: F_max 7.88 eV/A. Number 2: F_max 1.21 eV/A. Number 3: F_max 4.09 eV/A. Number 4: F_max 5.52 eV/A. Number 5: F_max 0.34 eV/A. Number 6: F_max 3.32 eV/A. Number 7: F_max 1.69 eV/A. Number 8: F_max 1.50 eV/A. Number 9: F_max 0.89 eV/A.